Density functional theory data (ωB97M-V with the def2-TZVPD basis set) for C29H30GdIN10O2S4Sb as an isolated structure at a distorted geometry.

Computed properties:
**E_LUMO (alpha / beta)**: 1.369 / 0.812 eV
**Energy above the lowest of the compared OMol25 structures with the same formula, charge and spin**: 10.32 kcal per mole
**Expectation value of S²**: 16.05
**Calculated total energy**: -128377.1791 eV

```
! RIJCOSX wB97M-V def2-TZVPD def2/J DEFGRID3
* xyz -1 8
Gd -0.4377 0.3837 0.2105
C -2.7207 4.4902 1.7466
C -2.4262 4.6017 3.1440
C -1.4994 3.7390 3.6796
C -0.6968 2.9523 2.7894
N -1.1490 2.6718 1.5327
C -2.1381 3.4269 1.0248
N 0.4102 2.4135 3.3677
C 1.4224 1.8094 2.7468
N 1.4594 1.1583 1.5240
C 2.7576 0.6037 1.4065
N 3.2857 0.1694 0.3125
C 2.9309 0.3488 -0.9669
C 4.0420 0.1555 -1.9175
C 3.8478 0.4577 -3.2650
C 2.5226 0.8769 -3.7112
C 1.5271 0.9552 -2.7306
N 1.6661 0.6344 -1.4102
C 3.5042 0.7866 2.6399
C 4.8021 0.4460 3.0663
C 5.2216 0.8480 4.3035
C 4.4464 1.6853 5.1009
C 3.1548 1.9843 4.7133
C 2.6909 1.5709 3.4618
H -3.4759 5.1756 1.2607
H -2.9949 5.3364 3.7390
H -1.2195 3.7533 4.7514
H -2.4310 3.1952 -0.0081
H 4.9598 -0.2908 -1.5068
H 4.6228 0.4275 -4.0157
H 2.3677 1.0134 -4.7746
H 0.5106 1.2743 -3.0137
H 5.4518 -0.1610 2.4274
H 6.1214 0.3910 4.6748
H 4.7476 1.9713 6.1017
H 2.4546 2.3685 5.4500
S -4.5198 -2.9337 -0.1377
Sb -3.8827 -0.8298 0.6794
S -2.0205 -1.0384 2.0987
S -3.0557 0.5758 -1.0443
S -5.5118 0.5167 1.7176
N -0.7180 -1.3312 -1.9140
C -0.6260 -2.6793 -1.3518
C -0.5417 -3.7810 -2.4877
C -1.6857 -4.8136 -2.4496
C -1.6468 -5.7712 -1.2473
N -2.0297 -5.0362 -0.0151
C -1.5457 -5.2337 1.2227
N -0.3022 -5.6047 1.4464
N -2.4265 -5.0230 2.2151
C 0.4662 -2.6496 -0.2085
O 1.1316 -3.6327 0.1014
O 0.6219 -1.4889 0.3661
H -1.5624 -1.1049 -2.4257
H 0.0600 -1.0979 -2.5087
H -1.5936 -2.8959 -0.8885
H 0.3714 -4.3122 -2.2772
H -0.3789 -3.2919 -3.4620
H -1.6998 -5.5757 -3.2597
H -2.7178 -4.3926 -2.4455
H -0.6953 -6.3183 -1.1367
H -2.4053 -6.5662 -1.2746
H -2.9763 -4.5937 -0.0344
H 0.4268 -5.1716 0.8367
H -0.0187 -5.7678 2.4273
H -3.3109 -4.5600 1.9755
H -2.1157 -4.8716 3.1833
I 1.4446 4.1070 -0.9291
C -0.2351 4.2332 -2.1985
C -0.2644 5.1756 -3.2129
C -1.2630 5.1097 -4.2027
C -2.2769 4.1264 -4.0989
C -2.2079 3.2599 -3.0201
N -1.2182 3.2922 -2.0765
H 0.4557 5.9602 -3.2184
H -1.1735 5.7752 -5.0617
H -3.1258 4.1298 -4.7654
H -2.9653 2.4819 -2.7723
*
```

Density functional theory data (ωB97M-V with the def2-TZVPD basis set) for a 4-piece molecular cluster, C29H30N5O13P2S overall at a distorted geometry.

Computed properties:
**E_LUMO**: -5.207 eV
**Calculated total energy**: -94014.8157 eV

```
! RIJCOSX wB97M-V def2-TZVPD def2/J DEFGRID3
* xyz 1 1
C 4.6818 -2.4944 -0.9787
C 4.3765 -1.2612 -0.5922
C 3.6783 0.1918 -0.6829
C 2.3866 0.4944 0.2183
S 1.6170 -0.7609 1.3658
C -0.2262 -0.5957 1.5599
O 2.2879 -0.5526 2.7331
O 1.8763 -2.2039 0.9906
C 1.8066 1.9572 0.1086
C 0.5489 2.5390 0.9466
O -0.5812 2.5893 0.3409
O 0.6949 3.0250 2.2887
P 1.8123 4.3638 2.3272
N 3.3405 3.8858 2.1094
O 1.3971 5.4816 1.0772
O 1.7847 5.1601 3.8646
C 2.5030 2.9867 -0.8633
C 3.7650 2.5641 -1.6969
P 4.5226 3.9549 -2.7813
O 3.6205 4.1564 -4.0435
N 4.2899 1.2054 -1.5774
C 5.5111 0.7640 -2.3710
C 6.8635 0.7347 -1.4350
H 5.0063 -3.5859 -1.1967
H -0.7175 0.0955 0.7665
H -0.3964 -0.0515 2.5793
H -0.7817 -1.6061 1.6614
H 3.9119 4.1654 2.9353
H 0.4727 5.8181 1.2441
H 2.2181 6.0456 3.7585
H 2.0954 4.0760 -0.9364
H 5.8811 3.6243 -3.1925
H 4.6562 5.1658 -1.9928
H 5.7695 1.4903 -3.2307
H 5.3316 -0.2608 -2.9001
H 6.8622 -0.1504 -0.6908
H 7.7890 0.7334 -2.1210
H 6.7859 1.6919 -0.7752
C -4.0597 -3.5147 6.4464
C -4.7700 -4.0134 5.3571
C -4.6448 -3.4116 4.1085
C -3.7994 -2.3105 3.9607
C -3.0912 -1.8022 5.0508
C -3.2255 -2.4094 6.2958
N -3.6446 -1.6893 2.6433
O -4.2963 -2.1509 1.7130
O -2.8669 -0.7431 2.5422
H -4.1560 -3.9908 7.4183
H -5.4197 -4.8742 5.4814
H -5.2041 -3.8107 3.2684
H -2.4353 -0.9436 4.9472
H -2.6769 -2.0238 7.1496
C -1.8502 -4.3877 0.5028
C -0.8681 -5.2359 -0.0023
C -1.1773 -6.1302 -1.0234
C -2.4753 -6.1632 -1.5353
C -3.4648 -5.3207 -1.0274
C -3.1464 -4.4316 -0.0042
N -2.7993 -7.0853 -2.6278
O -1.9086 -7.8233 -3.0353
O -3.9408 -7.0630 -3.0742
H -1.6034 -3.6871 1.2963
H 0.1404 -5.1976 0.3986
H -0.4023 -6.7856 -1.4078
H -4.4782 -5.3424 -1.4156
H -3.9079 -3.7694 0.3964
C -3.6107 2.5109 -4.4602
C -3.4321 3.7964 -4.9654
C -2.4292 4.6140 -4.4527
C -1.6056 4.1308 -3.4346
C -1.7852 2.8463 -2.9195
C -2.7929 2.0375 -3.4370
N -0.5326 4.9782 -2.9092
O -0.4169 6.1055 -3.3716
O 0.1946 4.5079 -2.0358
H -4.3913 1.8738 -4.8670
H -4.0739 4.1601 -5.7620
H -2.3012 5.6135 -4.8558
H -1.1532 2.4635 -2.1244
H -2.9392 1.0355 -3.0455
*
```

Density functional theory data (ωB97M-V with the def2-TZVPD basis set) for C29H31BrCoN4PS as an isolated structure at a distorted geometry.

Computed properties:
**E_LUMO (alpha / beta)**: -5.328 / -9.908 eV
**Expectation value of S²**: 6.03
**Calculated total energy**: -164312.5490 eV

```
! RIJCOSX wB97M-V def2-TZVPD def2/J DEFGRID3
* xyz 2 5
Co -1.5715 0.5544 -0.7785
C -2.7951 0.6973 2.5952
C -1.4274 1.1216 2.9141
C -1.3089 2.1687 3.8276
C -0.0943 2.7301 4.1618
C 1.1033 2.1748 3.6383
C 0.9920 1.0266 2.8544
C -0.2598 0.5720 2.3950
P -0.3041 -0.3660 0.8712
C 1.3970 -0.9225 0.6200
C 1.6786 -2.2893 0.6817
C 3.0348 -2.7714 0.7639
C 4.0387 -1.8403 0.5752
C 3.7484 -0.5702 0.1971
C 2.3966 -0.0876 0.1787
C 2.1910 1.3211 -0.1987
C -1.3113 -1.8979 1.1766
C -1.4430 -2.5313 2.4119
C -2.2980 -3.6221 2.5578
C -3.1373 -4.0509 1.5078
C -3.1578 -3.2739 0.3435
C -2.1836 -2.2749 0.1519
C -2.0013 -1.4035 -1.0460
H -3.2777 1.3873 1.8528
H -3.3790 0.9299 3.5330
H -2.9536 -0.3255 2.4356
H -2.2360 2.5188 4.3151
H -0.0392 3.5719 4.8319
H 2.0585 2.5674 4.0102
H 1.9198 0.4359 2.5339
H 0.8822 -2.9979 0.5737
H 3.1402 -3.9142 0.7779
H 5.0841 -2.1706 0.5938
H 4.4965 0.1003 -0.2320
H 1.1247 1.5181 -0.4694
H 2.9014 1.5527 -0.9987
H 2.4259 2.0005 0.6885
H -0.9562 -2.1666 3.3084
H -2.2958 -4.1449 3.4764
H -3.7195 -4.9634 1.5466
H -3.9369 -3.4271 -0.4216
H -3.0291 -1.2110 -1.4287
H -1.3697 -1.8680 -1.8331
Br -4.5461 1.2432 -0.9412
C -3.2500 2.6751 -0.6949
C -3.8257 3.9205 -0.6090
C -3.0210 5.0716 -0.3962
C -1.6485 4.8397 -0.1941
C -1.1399 3.5506 -0.2851
N -1.9596 2.4284 -0.4328
H -4.8496 3.9460 -0.9369
H -3.4561 6.0436 -0.3638
H -0.9381 5.6692 -0.1649
H -0.1412 3.3301 0.0119
C 0.6777 1.3632 -4.4791
C 0.1388 0.9990 -3.1902
N -0.3790 0.5300 -2.2570
H 0.2190 0.7784 -5.3322
H 1.7608 1.1828 -4.5041
H 0.5023 2.4207 -4.6120
N 4.0519 -3.4755 -2.9583
C 3.7725 -2.5458 -3.9676
N 3.9998 -3.0289 -5.2010
S 3.2943 -1.0454 -3.4783
H 4.8010 -4.1525 -3.1226
H 3.8677 -3.1317 -2.0165
H 4.0731 -4.0408 -5.3326
H 3.8686 -2.4296 -6.0358
*
```

Density functional theory data (ωB97M-V with the def2-TZVPD basis set) for an isolated ion of composition C29H31F3N3S and charge +1 at a distorted geometry.

Computed properties:
**E_LUMO**: -2.773 eV
**Calculated total energy**: -54028.0704 eV

```
! RIJCOSX wB97M-V def2-TZVPD def2/J DEFGRID3
* xyz 1 1
C -4.9483 -0.0299 2.4210
N -3.5108 0.0852 2.4209
C -3.1082 1.1269 1.4587
C -2.7372 -0.9677 2.9812
C -1.2299 -0.6413 2.8504
C -0.6882 0.6609 2.8920
C 0.6445 0.9123 2.4999
C 1.4551 -0.1273 2.0952
C 2.9291 0.1470 1.8365
F 3.7139 -0.9614 1.9945
F 3.1504 0.6036 0.5577
F 3.4472 1.0863 2.6919
C 0.9436 -1.4086 1.9606
C -0.4182 -1.6340 2.2674
H -5.3481 0.9150 2.0311
H -5.3287 -0.8376 1.7741
H -5.2666 -0.2136 3.4470
H -3.9888 1.4120 0.8733
H -2.8362 2.0629 1.9650
H -2.3524 0.9383 0.6810
H -2.9590 -1.9326 2.3603
H -1.2789 1.5153 3.2230
H 1.0628 1.9192 2.5726
H 1.5991 -2.2216 1.6856
H -0.7936 -2.6461 2.0833
C -2.6015 -1.8821 9.5774
C -1.9210 -1.6704 8.2154
C -1.0694 -0.4057 8.2347
C -2.8896 -1.6705 7.0173
C -3.7157 -2.9218 7.1004
N -4.4911 -3.0734 5.8661
C -5.5825 -3.9749 5.8605
C -6.1305 -4.0914 4.5850
C -7.2420 -4.9135 4.3819
C -7.7844 -5.6575 5.4383
C -7.1894 -5.5873 6.7115
C -6.0837 -4.7559 6.9137
S -5.1466 -3.1544 3.4280
C -4.1834 -2.4566 4.6850
N -3.2291 -1.4711 4.5083
C -2.2236 -1.4648 5.6165
C -1.0575 -2.4475 5.3932
C 0.2483 -1.9274 5.3457
C 1.3554 -2.7667 5.2479
C 1.1940 -4.1491 5.3239
C -0.0888 -4.6746 5.4516
C -1.2143 -3.8337 5.4860
H -3.4130 -1.1718 9.7698
H -2.9877 -2.8975 9.7079
H -1.8688 -1.7542 10.3796
H -1.2467 -2.5346 8.0848
H -1.7047 0.4858 8.1734
H -0.4961 -0.3625 9.1712
H -0.3526 -0.3992 7.4054
H -3.5750 -0.8135 7.1292
H -3.1258 -3.8256 7.3348
H -4.3961 -2.8506 7.9523
H -7.6866 -4.9715 3.3861
H -8.6503 -6.2956 5.2699
H -7.6184 -6.1979 7.5126
H -5.6182 -4.7500 7.9044
H -1.8058 -0.4485 5.5900
H 0.3964 -0.8399 5.3816
H 2.3447 -2.3096 5.1567
H 2.0795 -4.7898 5.2799
H -0.2128 -5.7535 5.5597
H -2.2037 -4.2765 5.6327
*
```

Density functional theory data (ωB97M-V with the def2-TZVPD basis set) for C29H31N2O7S4Si2W as an isolated structure.

Computed properties:
**E_LUMO (alpha / beta)**: -4.274 / -4.316 eV
**Energy above the lowest of the compared OMol25 structures with the same formula, charge and spin**: 0.00 kcal per mole
**Calculated total energy**: -108802.5363 eV

```
! RIJCOSX wB97M-V def2-TZVPD def2/J DEFGRID3
* xyz 1 1
W -1.0081 -0.0872 -0.1473
C 0.4890 -4.6046 -2.1513
C 0.0728 -3.1672 -2.2944
C -1.2367 -2.7900 -2.1018
C -1.6420 -1.4447 -2.2426
C -3.1117 -1.0973 -2.3539
C -0.6725 -0.4913 -2.6064
C 0.6709 -0.8685 -2.8474
C 1.6478 0.1526 -3.3590
C 1.0158 -2.1884 -2.6699
H -0.1168 -5.2482 -2.7887
H 0.3573 -4.9501 -1.1248
H 1.5334 -4.7454 -2.4224
H -1.9852 -3.5356 -1.8605
H -3.3975 -1.1196 -3.4078
H -3.3442 -0.0953 -1.9793
H -3.7310 -1.8086 -1.8112
H -1.0092 0.4765 -2.9672
H 2.4309 -0.3131 -3.9548
H 2.1352 0.6881 -2.5406
H 1.1431 0.8909 -3.9840
H 2.0318 -2.5022 -2.8788
O -3.1688 -1.7838 6.1041
C -2.8802 -1.4547 5.0000
S -3.0107 -2.5315 3.5749
C -2.4182 -1.3642 2.4340
C -2.0935 -0.1443 2.8866
S -1.5089 1.0588 1.7627
S -2.2838 0.1826 4.5795
S -2.2351 -1.7497 0.7292
C 1.0908 4.1413 1.1582
Si 1.8461 2.4918 0.7390
C 3.5130 2.5926 -0.0614
C 1.8463 1.4073 2.2502
C 2.1992 2.1746 3.3647
C 2.2545 1.6248 4.6399
C 1.9372 0.2910 4.8155
C 1.5974 -0.4888 3.7146
C 1.5574 0.0409 2.4284
Si 1.1597 -1.0888 0.9796
C 0.8833 -2.8431 1.5649
C 2.6937 -1.0602 -0.1112
H 1.8777 4.8169 1.4997
H 0.3693 4.0272 1.9666
H 0.5959 4.6430 0.3276
H 4.2571 2.6449 0.7354
H 3.6507 3.4632 -0.7020
H 3.7369 1.6953 -0.6399
H 2.4298 3.2298 3.2625
H 2.5292 2.2425 5.4837
H 1.9533 -0.1492 5.8034
H 1.3609 -1.5326 3.8759
H 1.8074 -3.2613 1.9685
H 0.5656 -3.4598 0.7229
H 0.1072 -2.8999 2.3287
H 3.5579 -1.0309 0.5566
H 2.7656 -0.2086 -0.7837
H 2.7626 -1.9670 -0.7101
O -1.3548 1.8835 -1.1098
C -0.2419 2.4154 -1.1513
O 0.7509 1.7963 -0.5338
C -0.0036 3.6315 -1.9499
C 1.2753 3.9263 -2.4049
C 1.4552 5.0617 -3.1670
C 0.4188 5.9127 -3.4948
C -0.8394 5.5778 -3.0287
C -1.0817 4.4537 -2.2690
N -1.9797 6.4645 -3.3651
O -3.0672 6.1307 -2.9545
O -1.7317 7.4464 -4.0219
N 2.8218 5.3755 -3.6431
O 2.9545 6.3593 -4.3270
O 3.7052 4.6220 -3.2927
H 2.1203 3.2885 -2.1972
H 0.5804 6.8007 -4.0889
H -2.0851 4.2322 -1.9334
*
```

Density functional theory data (ωB97M-V with the def2-TZVPD basis set) for C29H31N5NaOS2 as an isolated structure at a distorted geometry.

Computed properties:
**E_LUMO**: -1.837 eV
**Energy above the lowest of the compared OMol25 structures with the same formula, charge and spin**: 0.00 kcal per mole
**Calculated total energy**: -66158.3679 eV

```
! RIJCOSX wB97M-V def2-TZVPD def2/J DEFGRID3
* xyz 1 1
Na -1.0328 1.0723 -0.3191
C -0.2734 -2.0462 0.0738
N -0.1499 -0.8334 0.8924
C 1.2712 -0.4603 0.9657
C 1.5893 1.0046 1.2095
C 2.7437 1.3351 1.9043
C 3.0887 2.6669 2.0500
C 2.2663 3.6382 1.5026
C 1.1428 3.2220 0.8152
N 0.8082 1.9370 0.6514
C -0.7335 -1.0452 2.2161
C -1.1879 0.2182 2.9286
C -1.1695 0.2658 4.3164
C -1.6981 1.3728 4.9575
C -2.2228 2.4047 4.1966
C -2.1858 2.2803 2.8199
N -1.6838 1.2159 2.1884
C -0.0767 -1.7761 -1.4061
C 0.6016 -2.6801 -2.2043
C 0.6911 -2.4391 -3.5659
C 0.0924 -1.3066 -4.0883
C -0.5628 -0.4542 -3.2155
N -0.6470 -0.6689 -1.9007
H -1.2833 -2.4369 0.2133
H 0.4180 -2.8358 0.3993
H 1.7214 -0.6984 0.0013
H 1.7891 -1.0596 1.7270
H 3.3606 0.5495 2.3242
H 3.9872 2.9429 2.5873
H 2.4878 4.6922 1.5990
H 0.4802 3.9550 0.3648
H -0.0502 -1.6051 2.8688
H -1.6199 -1.6702 2.0890
H -0.7454 -0.5563 4.8807
H -1.6995 1.4296 6.0387
H -2.6451 3.2892 4.6543
H -2.5734 3.0733 2.1875
H 1.0544 -3.5594 -1.7613
H 1.2217 -3.1287 -4.2100
H 0.1336 -1.0805 -5.1452
H -1.0460 0.4450 -3.5859
O -3.0558 1.0382 -0.7704
S -3.4046 -0.2958 -0.1311
C -4.9155 -0.0494 0.8491
C -6.0938 -0.6304 0.0654
C -5.5234 -1.8106 -0.7226
C -4.2654 -1.2625 -1.3872
H -4.9602 1.0256 1.0231
H -4.7647 -0.5536 1.8052
H -6.4856 0.1190 -0.6244
H -6.9064 -0.9235 0.7285
H -6.2206 -2.2078 -1.4592
H -5.2698 -2.6289 -0.0427
H -4.4981 -0.5291 -2.1637
H -3.5842 -2.0117 -1.7880
S 3.9834 2.3130 -3.0434
C 2.4531 1.6832 -2.5549
N 2.4382 0.5091 -2.0227
C 3.7438 0.0028 -1.9864
C 4.1066 -1.2559 -1.4961
C 5.4343 -1.6238 -1.5190
C 6.4141 -0.7554 -2.0303
C 6.0727 0.4846 -2.5236
C 4.7241 0.8529 -2.4949
H 1.5601 2.2808 -2.7011
H 3.3459 -1.9274 -1.1179
H 5.7306 -2.5962 -1.1454
H 7.4511 -1.0661 -2.0436
H 6.8276 1.1489 -2.9240
*
```